(1)
{
  "formula": "C21H38Br2NO9P2",
  "method": "the ωB97M-V functional and the def2-TZVPD basis",
  "e_tot_ha": -7385.72665,
  "homo_energy_ha": -0.1240,
  "orbital_gap_ev": 5.53,
  "max_force_ha_per_bohr": 0.0296,
  "charge": -1,
  "spin_multiplicity": 1,
  "symbols": ["C", "C", "C", "C", "C", "C", "P", "N", "C", "C", "O", "C", "C", "O", "P", "O", "O", "O", "C", "C", "C", "C", "C", "Br", "C", "C", "Br", "O", "H", "H", "H", "H", "H", "H", "H", "H", "H", "H", "H", "H", "H", "H", "H", "H", "H", "H", "H", "H", "H", "H", "H", "H", "H", "H", "H", "H", "H", "H", "H", "H", "C", "C", "C", "O", "C", "O", "O", "H", "H", "H", "H", "H", "H"],
  "positions_angstrom": [[2.60, -3.45, -1.22], [2.20, -3.68, -2.69], [2.71, -2.59, -3.66], [1.61, -1.83, -4.42], [0.43, -1.33, -3.56], [0.85, -0.61, -2.28], [-0.08, 0.98, -1.89], [-1.73, 0.07, -2.28], [-2.21, -0.78, -1.23], [-3.21, -0.35, -0.20], [-1.76, -1.91, -1.18], [-2.69, 0.79, -2.99], [-2.44, 0.87, -4.47], [-3.72, 1.29, -2.54], [-1.11, 2.94, -1.29], [-2.45, 2.56, -0.39], [-1.68, 3.56, -2.75], [-0.17, 0.60, -0.20], [0.67, 1.34, 0.66], [1.10, 0.38, 1.80], [0.14, -0.79, 2.00], [1.85, 1.74, -0.27], [2.76, 2.86, 0.19], [3.91, 2.30, 1.62], [2.93, 4.12, -0.20], [3.94, 5.08, 0.37], [1.89, 4.86, -1.60], [1.44, 1.82, -1.60], [2.92, -2.42, -1.05], [3.42, -4.11, -0.92], [1.76, -3.64, -0.54], [2.66, -4.62, -3.00], [1.12, -3.76, -2.76], [3.30, -1.86, -3.10], [3.39, -3.04, -4.39], [1.19, -2.48, -5.20], [2.07, -0.98, -4.92], [-0.22, -2.17, -3.32], [-0.15, -0.65, -4.19], [0.79, -1.27, -1.42], [1.90, -0.30, -2.39], [0.01, 1.48, -3.24], [-3.55, -1.26, 0.31], [-4.07, 0.17, -0.61], [-2.69, 0.28, 0.53], [-1.40, 1.07, -4.70], [-2.67, -0.12, -4.88], [-3.10, 1.60, -4.93], [-3.24, 2.37, -0.92], [-2.63, 3.41, -2.83], [0.16, 2.19, 1.12], [1.16, 0.92, 2.75], [2.09, -0.05, 1.61], [-0.89, -0.47, 2.12], [0.42, -1.30, 2.93], [0.23, -1.52, 1.20], [2.50, 0.84, -0.20], [3.88, 6.02, -0.16], [4.95, 4.70, 0.24], [3.75, 5.26, 1.43], [-2.74, -2.69, 6.05], [-1.83, -1.58, 6.50], [-2.53, -0.32, 6.97], [-1.58, 0.70, 6.65], [-0.82, 0.25, 5.61], [-0.07, 0.91, 4.98], [-1.06, -1.07, 5.41], [-3.42, -2.98, 6.86], [-3.32, -2.38, 5.19], [-2.16, -3.57, 5.76], [-1.13, -1.94, 7.26], [-2.74, -0.31, 8.04], [-3.45, -0.13, 6.42]],
  "mulliken_charge": [-1.096, -0.420, -0.851, -1.242, -0.033, -0.307, 0.304, 0.591, 0.785, -1.195, -0.631, 0.229, -1.302, -0.700, -0.009, -0.503, -0.509, -0.031, 0.135, -0.508, -1.080, 0.493, -0.670, -0.177, 0.406, -1.443, -0.102, -0.634, 0.214, 0.395, 0.225, 0.443, 0.309, 0.371, 0.457, 0.465, 0.354, 0.386, -0.274, -0.152, 0.750, 0.412, 0.411, 0.334, 0.113, 0.343, 0.374, 0.333, 0.351, 0.307, 0.038, 0.398, 0.361, 0.113, 0.342, 0.181, 0.101, 0.375, 0.350, 0.337, -1.429, 0.447, -0.490, -0.352, 0.597, -0.467, -0.262, 0.381, 0.352, 0.351, 0.241, 0.303, 0.311]
}

***

(2)
{
  "formula": "C21H38BrI2N2O12P3S",
  "method": "the ωB97M-V functional and the def2-TZVPD basis",
  "e_tot_ha": -6426.81565,
  "homo_energy_ha": -0.3243,
  "orbital_gap_ev": 6.62,
  "max_force_ha_per_bohr": 0.1522,
  "charge": 0,
  "spin_multiplicity": 1,
  "symbols": ["C", "C", "C", "C", "C", "C", "I", "C", "C", "I", "C", "Br", "C", "C", "N", "S", "N", "C", "H", "H", "H", "H", "H", "H", "H", "H", "H", "H", "H", "C", "O", "P", "O", "O", "C", "O", "C", "H", "H", "H", "H", "H", "H", "H", "H", "H", "C", "O", "P", "O", "O", "C", "O", "C", "H", "H", "H", "H", "H", "H", "H", "H", "H", "C", "O", "P", "O", "O", "C", "O", "C", "H", "H", "H", "H", "H", "H", "H", "H", "H"],
  "positions_angstrom": [[2.13, 2.57, -1.24], [1.74, 1.05, -1.26], [2.36, 0.38, -2.53], [3.34, -0.77, -2.26], [3.47, -1.75, -3.23], [2.66, -1.69, -4.52], [0.74, -2.59, -4.64], [3.19, -1.03, -5.56], [2.52, -0.83, -6.91], [5.13, -0.13, -5.36], [4.40, -2.88, -3.10], [4.50, -4.15, -4.56], [5.19, -3.06, -2.00], [5.09, -2.05, -0.96], [5.81, -2.08, 0.17], [5.33, -0.73, 0.96], [4.26, -0.05, -0.06], [4.19, -0.91, -1.10], [2.49, 2.94, -0.26], [2.90, 2.84, -2.00], [1.24, 3.17, -1.52], [1.96, 0.53, -0.32], [0.64, 1.03, -1.38], [1.51, -0.07, -3.09], [2.84, 1.09, -3.23], [2.48, 0.27, -7.10], [1.49, -1.19, -6.97], [3.17, -1.23, -7.72], [5.87, -3.91, -1.94], [0.22, -2.15, -0.56], [-0.60, -1.00, -0.40], [-2.00, -1.12, 0.52], [-1.36, -1.55, 1.81], [-2.49, -2.42, -0.37], [-2.65, -2.31, -1.78], [-3.54, -0.90, 1.15], [-4.45, -1.99, 1.20], [1.25, -1.87, -0.31], [-0.08, -2.98, 0.08], [0.19, -2.46, -1.60], [-2.07, -3.10, -2.27], [-2.31, -1.34, -2.16], [-3.70, -2.45, -2.04], [-3.98, -2.89, 1.60], [-4.87, -2.18, 0.22], [-5.27, -1.70, 1.86], [-1.35, -2.86, 4.36], [-0.91, -4.04, 5.03], [-2.05, -5.02, 5.77], [-2.88, -5.33, 4.57], [-2.67, -3.74, 6.61], [-1.83, -2.96, 7.47], [-2.78, -6.14, 6.79], [-3.94, -5.78, 7.54], [-0.91, -2.85, 3.37], [-2.43, -2.79, 4.27], [-0.97, -1.99, 4.90], [-1.93, -1.91, 7.19], [-0.78, -3.25, 7.39], [-2.17, -3.08, 8.50], [-4.66, -5.26, 6.91], [-3.66, -5.16, 8.39], [-4.37, -6.70, 7.92], [1.54, 6.73, -0.61], [0.39, 6.22, 0.07], [-1.00, 5.88, -0.80], [-0.40, 4.87, -1.74], [-0.98, 7.40, -1.46], [-1.02, 8.55, -0.62], [-2.59, 5.64, -1.28], [-3.14, 6.37, -2.37], [2.39, 6.12, -0.31], [1.43, 6.70, -1.69], [1.71, 7.75, -0.28], [-0.18, 9.20, -0.87], [-0.95, 8.29, 0.44], [-1.95, 9.09, -0.80], [-2.46, 6.38, -3.22], [-3.37, 7.39, -2.05], [-4.07, 5.89, -2.65]],
  "mulliken_charge": [-1.390, -0.078, -0.910, 0.979, 0.269, -1.696, 0.158, 0.526, -1.244, 0.063, 0.246, -0.134, -0.624, 0.626, -0.721, 0.102, -0.474, 0.808, 0.315, 0.319, 0.242, 0.507, 0.108, 0.127, 0.502, 0.332, 0.403, 0.307, 0.414, -0.268, -0.142, 0.871, -0.462, -0.375, -0.763, -0.453, -0.503, 0.125, 0.414, -0.096, 0.185, 0.363, 0.304, 0.280, 0.190, 0.251, -0.552, -0.438, 1.230, -0.591, -0.388, -0.812, -0.418, -0.474, 0.238, 0.352, 0.262, 0.234, 0.398, 0.301, 0.265, 0.184, 0.257, -0.727, -0.446, 1.211, -0.590, -0.375, -0.802, -0.398, -0.500, 0.272, 0.370, 0.283, 0.231, 0.403, 0.292, 0.277, 0.192, 0.259]
}

***

(3)
{
  "formula": "C21H38Cl16NO",
  "method": "the ωB97M-V functional and the def2-TZVPD basis",
  "e_tot_ha": -8315.80999,
  "homo_energy_ha": -0.4268,
  "orbital_gap_ev": 7.84,
  "max_force_ha_per_bohr": 0.0473,
  "charge": 1,
  "spin_multiplicity": 1,
  "symbols": ["O", "C", "C", "C", "N", "C", "C", "H", "H", "H", "H", "H", "H", "Cl", "C", "C", "Cl", "H", "H", "H", "H", "Cl", "C", "C", "Cl", "H", "H", "H", "H", "Cl", "C", "C", "Cl", "H", "H", "H", "H", "Cl", "C", "C", "Cl", "H", "H", "H", "H", "Cl", "C", "C", "Cl", "H", "H", "H", "H", "Cl", "C", "C", "Cl", "H", "H", "H", "H", "Cl", "C", "C", "Cl", "H", "H", "H", "H", "Cl", "C", "C", "Cl", "H", "H", "H", "H"],
  "positions_angstrom": [[7.38, -0.54, -2.24], [6.06, -0.35, -1.86], [5.38, 0.92, -2.00], [4.04, 1.01, -1.54], [3.43, -0.09, -1.02], [4.03, -1.29, -0.87], [5.39, -1.50, -1.26], [7.88, -0.37, -1.42], [5.91, 1.78, -2.46], [3.53, 1.98, -1.62], [2.46, -0.01, -0.70], [3.46, -2.14, -0.44], [5.90, -2.47, -1.11], [7.40, 3.25, -6.70], [8.51, 2.33, -5.67], [7.90, 1.99, -4.33], [7.67, 3.44, -3.31], [9.43, 2.92, -5.55], [8.76, 1.42, -6.20], [8.56, 1.32, -3.78], [6.93, 1.50, -4.45], [0.04, 0.20, -0.48], [0.28, 1.65, -1.50], [-1.03, 2.23, -1.97], [-1.85, 1.17, -3.15], [0.92, 1.37, -2.34], [0.81, 2.38, -0.89], [-0.85, 3.18, -2.48], [-1.72, 2.41, -1.14], [4.30, -3.97, -4.65], [4.06, -2.64, -5.81], [5.11, -1.57, -5.66], [4.94, -0.67, -4.12], [3.05, -2.24, -5.66], [4.11, -3.07, -6.81], [5.01, -0.83, -6.46], [6.12, -1.98, -5.70], [-6.60, 0.27, -4.67], [-5.51, -0.63, -3.59], [-6.17, -0.97, -2.27], [-6.45, 0.47, -1.27], [-4.61, -0.03, -3.44], [-5.23, -1.55, -4.11], [-5.52, -1.63, -1.70], [-7.12, -1.48, -2.42], [-5.91, -0.25, 3.60], [-6.17, 1.12, 2.49], [-5.15, 2.21, 2.68], [-5.37, 3.06, 4.24], [-7.19, 1.48, 2.63], [-6.09, 0.71, 1.48], [-5.26, 2.96, 1.90], [-4.13, 1.83, 2.65], [-7.59, 3.73, 8.96], [-6.95, 2.07, 8.84], [-7.24, 1.44, 7.49], [-8.97, 1.11, 7.26], [-7.38, 1.48, 9.65], [-5.88, 2.13, 8.99], [-6.72, 0.49, 7.41], [-6.91, 2.08, 6.67], [-4.91, -3.49, 2.29], [-5.83, -3.98, 3.74], [-5.57, -5.42, 4.12], [-6.24, -6.56, 2.94], [-6.89, -3.81, 3.54], [-5.52, -3.32, 4.55], [-6.04, -5.63, 5.08], [-4.50, -5.61, 4.22], [5.27, -0.52, 1.51], [4.76, 0.54, 2.85], [3.34, 0.25, 3.27], [2.17, 0.74, 2.01], [4.88, 1.57, 2.54], [5.44, 0.35, 3.68], [3.09, 0.81, 4.17], [3.19, -0.81, 3.48]],
  "mulliken_charge": [-0.490, 0.425, 0.005, -0.334, 0.718, -0.665, -0.433, 0.372, -0.075, 0.456, -0.144, 0.344, 0.443, -0.184, -0.501, -0.113, -0.210, 0.351, 0.327, 0.304, 0.089, -0.232, -0.277, -0.571, -0.203, 0.287, 0.350, 0.373, 0.313, -0.179, -0.465, -0.596, 0.031, 0.313, 0.362, 0.330, 0.334, -0.180, -0.116, -0.415, -0.209, 0.000, 0.317, 0.248, 0.344, -0.154, -0.157, -0.420, -0.177, 0.358, -0.051, 0.320, 0.301, -0.185, -0.407, -0.184, -0.185, 0.333, 0.290, 0.257, 0.078, -0.166, -0.437, -0.453, -0.185, 0.338, 0.265, 0.315, 0.322, -0.075, -0.503, -0.546, -0.087, 0.311, 0.359, 0.356, 0.322]
}